Record 1
{
  "formula": "C20H61F6N3O9P",
  "method": "wB97M-V/def2-TZVPD",
  "gap_ha": 0.3348,
  "e_above_lowest_kj_mol": 9.2,
  "charge": -1,
  "fmax_ha_per_bohr": 0.042,
  "lumo_energy_ev": 2.37,
  "symbols": ["P", "F", "F", "F", "F", "F", "F", "C", "C", "O", "H", "H", "H", "H", "H", "H", "C", "C", "O", "H", "H", "H", "H", "H", "H", "C", "C", "O", "H", "H", "H", "H", "H", "H", "C", "C", "O", "H", "H", "H", "H", "H", "H", "C", "C", "C", "O", "C", "N", "H", "H", "H", "H", "H", "H", "H", "H", "H", "H", "H", "C", "C", "C", "O", "C", "N", "H", "H", "H", "H", "H", "H", "H", "H", "H", "H", "H", "C", "C", "C", "O", "C", "N", "H", "H", "H", "H", "H", "H", "H", "H", "H", "H", "H", "O", "H", "H", "O", "H", "H"],
  "positions_angstrom": [[-0.2804, 0.2859, 0.2171], [0.6043, 0.1705, -1.1604], [-0.6867, 1.7798, -0.2249], [-1.5280, -0.3443, -0.5946], [-1.0940, 0.4472, 1.5916], [0.2316, -1.2576, 0.5478], [1.0265, 0.8163, 1.0031], [3.7685, -2.2620, -1.2142], [3.3637, -1.0099, -1.9639], [4.1906, -0.8184, -3.1265], [2.9471, -2.5089, -0.5435], [4.7183, -2.1744, -0.6895], [3.8826, -3.0990, -1.9091], [3.5867, -0.1191, -1.3674], [2.3229, -1.0331, -2.2865], [3.9485, 0.0374, -3.4947], [-4.0721, 1.0369, -2.7215], [-2.8260, 1.8496, -3.1478], [-1.6384, 1.0987, -3.1262], [-3.8400, 0.5284, -1.7857], [-4.1636, 0.2172, -3.4388], [-4.9760, 1.6363, -2.6597], [-2.7243, 2.6182, -2.3654], [-3.0437, 2.3027, -4.1137], [-1.5166, 0.7340, -2.2341], [0.5770, -3.6176, -3.0753], [0.3416, -3.8981, -1.6067], [0.3504, -5.3054, -1.3825], [1.5100, -4.0835, -3.4100], [0.7247, -2.5554, -3.2778], [-0.2119, -3.9925, -3.7269], [-0.6825, -3.5504, -1.4355], [1.0677, -3.3777, -0.9854], [0.0936, -5.4818, -0.4738], [-2.6580, -3.5287, 3.6435], [-2.2478, -2.4576, 2.6602], [-1.5165, -3.0461, 1.5926], [-1.9110, -4.2493, 3.9774], [-3.4339, -4.1642, 3.2003], [-3.1535, -3.0998, 4.5191], [-1.6627, -1.6421, 3.0921], [-3.1792, -2.0082, 2.2899], [-0.8738, -2.3947, 1.2517], [0.7232, 3.6434, -3.0468], [1.8038, 3.6852, -1.9780], [1.3829, 4.4364, -0.7065], [2.4848, 4.4817, 0.1756], [2.4531, 5.6174, 1.0091], [2.2964, 2.3373, -1.6867], [0.2614, 4.5891, -3.3358], [-0.0916, 3.0690, -2.5863], [0.9913, 3.0886, -3.9434], [2.6404, 4.2472, -2.4151], [0.5399, 3.9145, -0.2333], [0.9201, 5.3958, -0.9758], [3.3992, 5.6754, 1.5457], [1.6203, 5.5508, 1.7181], [2.3332, 6.5535, 0.4536], [1.5300, 1.7057, -1.4208], [2.8050, 2.4756, -0.8139], [1.2058, 2.2518, 4.0360], [2.5810, 2.0840, 4.6598], [3.2585, 3.4007, 4.9433], [4.5711, 3.2005, 5.4258], [5.4743, 4.2145, 5.0886], [2.4625, 1.2850, 5.9053], [0.7366, 1.3046, 3.7900], [1.3726, 2.7313, 3.0601], [0.6428, 3.0289, 4.5539], [3.2506, 1.5597, 3.9661], [2.6752, 4.0307, 5.6287], [3.3080, 3.9836, 4.0131], [5.0942, 5.1857, 5.4340], [5.6111, 4.3597, 4.0101], [6.4327, 4.0116, 5.5564], [2.2263, 0.3379, 5.6304], [3.4004, 1.2724, 6.2995], [-5.3569, -4.3828, -1.9123], [-3.9824, -3.9110, -1.4358], [-3.4314, -2.8673, -2.4043], [-3.1071, -3.4729, -3.6416], [-2.7881, -2.5501, -4.6387], [-4.1045, -3.3248, -0.1007], [-5.4365, -4.7155, -2.9474], [-6.0961, -3.5735, -1.8510], [-5.8098, -5.1467, -1.2724], [-3.3563, -4.8109, -1.4346], [-2.5314, -2.3924, -1.9936], [-4.1890, -2.0960, -2.5713], [-3.4833, -1.7173, -4.7883], [-2.6912, -3.0334, -5.6131], [-1.7986, -2.0905, -4.5118], [-3.1946, -3.0849, 0.2941], [-4.4071, -4.0998, 0.4864], [-3.9870, 0.5945, 1.2440], [-3.1428, 0.2969, 0.8754], [-3.8753, 0.5009, 2.1946], [2.9498, -0.7839, 2.2496], [2.3112, -0.2371, 1.7575], [3.7750, -0.2901, 2.2101]],
  "mulliken_charge": [1.98, -0.67, -0.47, -0.27, -0.27, -0.69, -0.38, -1.17, 0.83, -0.65, 0.17, 0.35, 0.37, 0.06, -0.26, 0.31, -0.69, -0.21, -0.48, 0.07, -0.01, 0.44, 0.23, 0.42, 0.07, -1.32, 1.83, -0.67, 0.37, 0.24, 0.36, -0.54, -0.52, 0.34, -1.42, 0.38, -0.57, 0.33, 0.26, 0.38, 0.23, 0.15, 0.30, -1.20, 0.45, -0.48, -0.29, -0.83, -0.40, 0.45, 0.04, 0.35, 0.18, 0.03, 0.50, 0.24, 0.31, 0.36, 0.03, 0.39, -0.89, 1.02, -0.58, -0.33, -0.77, -0.83, 0.22, 0.09, 0.32, -0.12, 0.35, 0.12, 0.32, 0.29, 0.26, 0.29, 0.29, -1.59, 0.63, 0.30, -0.46, -0.66, -0.64, 0.29, 0.34, 0.42, 0.29, -0.51, 0.30, 0.28, 0.33, 0.16, 0.17, 0.29, -0.70, 0.09, 0.30, -0.66, 0.32, 0.30]
}


Record 2
{
  "formula": "C13H14BCl2F4N2O7P2Sn",
  "method": "wB97M-V/def2-TZVPD",
  "gap_ha": 0.3110,
  "e_above_lowest_kj_mol": 135.6,
  "charge": 1,
  "fmax_ha_per_bohr": 0.002,
  "lumo_energy_ev": -3.17,
  "symbols": ["Sn", "C", "C", "O", "P", "O", "O", "O", "P", "O", "O", "O", "H", "H", "H", "H", "H", "H", "H", "Cl", "C", "Cl", "H", "H", "F", "B", "F", "F", "F", "N", "C", "C", "C", "C", "C", "C", "C", "C", "C", "H", "H", "H", "H", "N", "C", "H"],
  "positions_angstrom": [[-1.2057, -0.0933, 0.2244], [0.3796, 4.3589, 0.7680], [1.4550, 3.4111, 1.2657], [2.4192, 4.1528, 2.0230], [2.5284, 2.7566, -0.0429], [3.4581, 1.7195, 0.5614], [3.3118, 3.8697, -0.7934], [1.5414, 2.1722, -1.1449], [0.8189, 1.9691, 2.2380], [0.4131, 2.5817, 3.6323], [2.0154, 1.0813, 2.4178], [-0.4104, 1.4360, 1.5317], [0.8323, 5.1918, 0.2305], [-0.1551, 4.7638, 1.6268], [-0.3232, 3.8482, 0.1123], [2.7362, 3.6448, 2.7831], [2.9390, 1.2872, 1.4394], [4.0411, 4.2865, -0.3101], [-0.5329, 2.6795, 3.7939], [1.7007, -1.3157, 0.5280], [1.5384, -2.6145, -0.6844], [0.8805, -1.9987, -2.2035], [0.8570, -3.3520, -0.2787], [2.5273, -3.0175, -0.8623], [-2.5852, -2.1324, 0.5100], [-1.8522, -2.5892, 1.6510], [-1.1374, -1.2583, 2.0192], [-2.6248, -2.9361, 2.6867], [-0.8696, -3.4475, 1.2694], [4.1111, 0.0853, -9.8559], [3.7938, 0.3495, -8.7845], [3.3962, 0.6804, -7.4421], [3.5235, -0.2683, -6.4300], [3.1414, 0.0507, -5.1409], [2.6301, 1.3178, -4.8572], [2.5055, 2.2634, -5.8737], [2.8873, 1.9464, -7.1636], [2.2393, 1.6392, -3.5116], [1.9218, 1.8820, -2.3867], [3.9213, -1.2469, -6.6594], [3.2387, -0.6766, -4.3467], [2.1094, 3.2440, -5.6487], [2.7944, 2.6731, -7.9584], [-4.3394, 0.5772, 1.9944], [-3.3400, 0.5352, 1.4294], [-5.2142, 0.5611, 2.4853]],
  "nbo_charge": [1.46, -0.63, -0.48, -0.71, 2.40, -1.00, -0.95, -0.76, 2.42, -0.97, -1.09, -1.23, 0.24, 0.24, 0.24, 0.50, 0.54, 0.55, 0.53, -0.01, -0.39, -0.01, 0.26, 0.24, -0.56, 1.37, -0.60, -0.51, -0.53, -0.26, 0.26, -0.15, -0.15, -0.20, -0.04, -0.19, -0.16, -0.05, 0.26, 0.24, 0.23, 0.23, 0.24, -0.58, 0.27, 0.48]
}


Record 3
{
  "formula": "C10H33O19Zn",
  "method": "wB97M-V/def2-TZVPD",
  "gap_ha": 0.1240,
  "charge": -3,
  "fmax_ha_per_bohr": 0.038,
  "lumo_energy_ev": 4.24,
  "symbols": ["Zn", "C", "C", "O", "O", "H", "H", "H", "C", "C", "O", "O", "H", "H", "H", "C", "C", "O", "O", "H", "H", "H", "C", "C", "O", "O", "H", "H", "H", "C", "C", "O", "O", "H", "H", "H", "O", "H", "H", "O", "H", "H", "O", "H", "H", "O", "H", "H", "O", "H", "H", "O", "H", "H", "O", "H", "H", "O", "H", "H", "O", "H", "H"],
  "positions_angstrom": [[-7.7069, 4.2610, 22.4231], [-11.4031, 2.7825, 23.0356], [-9.9772, 3.1325, 22.7019], [-9.1178, 3.2862, 23.6310], [-9.6137, 3.3266, 21.5288], [-11.4955, 1.7264, 23.2942], [-11.9865, 2.9775, 22.1367], [-11.8395, 3.3340, 23.8656], [-1.7765, 3.1279, 19.3284], [-2.1742, 1.9259, 18.4519], [-1.8488, 2.0139, 17.2345], [-2.8189, 0.9314, 18.9056], [-1.9556, 2.9400, 20.3855], [-2.2930, 4.0111, 18.9681], [-0.7109, 3.2982, 19.1684], [-3.8695, 9.4484, 15.6520], [-4.8059, 8.3241, 15.1918], [-5.6105, 7.9031, 16.0659], [-4.8009, 8.0018, 13.9726], [-3.9387, 10.3455, 15.0261], [-2.8536, 9.0450, 15.5772], [-4.0395, 9.7984, 16.6697], [-5.0823, 4.7218, 19.5167], [-6.1336, 4.8699, 20.5555], [-7.3587, 4.5902, 20.3467], [-5.8424, 5.1936, 21.7479], [-4.9671, 5.6597, 18.9611], [-5.3578, 3.8788, 18.8860], [-4.1014, 4.5795, 19.9663], [-1.9804, 6.8593, 18.8987], [-2.3794, 6.9990, 20.3727], [-1.6426, 6.4082, 21.2132], [-3.4385, 7.6144, 20.6424], [-2.7033, 6.2552, 18.3439], [-1.0279, 6.3357, 18.7777], [-1.8843, 7.8004, 18.3510], [-6.1673, 8.5355, 19.0180], [-7.0843, 8.2333, 19.0452], [-5.9059, 8.4086, 18.0843], [-6.4998, 0.7351, 18.8222], [-6.9686, -0.0563, 19.0988], [-5.9124, 0.9406, 19.5590], [-8.1692, 5.1853, 16.9533], [-8.5177, 4.5002, 17.5370], [-8.5469, 6.0127, 17.2623], [-6.0182, 8.1706, 21.9372], [-6.4920, 8.5221, 22.7000], [-5.9001, 7.2342, 22.1454], [-3.4439, 4.3022, 22.9124], [-3.7571, 3.4406, 23.2063], [-4.2159, 4.7028, 22.4633], [-8.7631, 7.2044, 19.5550], [-9.6983, 7.2574, 19.3377], [-8.6173, 6.2784, 19.8114], [-6.6689, 4.5343, 24.1691], [-6.2619, 5.3521, 24.4787], [-6.2971, 3.8304, 24.7098], [-5.1653, 5.0709, 14.5089], [-4.8724, 4.5313, 15.2510], [-4.3535, 5.3459, 14.0741], [-9.4475, 3.0676, 18.5878], [-9.2708, 3.3435, 19.4982], [-10.1942, 2.4692, 18.6577]],
  "nbo_charge": [1.66, -0.72, 0.77, -0.85, -0.75, 0.23, 0.23, 0.22, -0.72, 0.75, -0.81, -0.84, 0.20, 0.22, 0.20, -0.73, 0.76, -0.79, -0.82, 0.17, 0.20, 0.21, -0.75, 0.85, -0.86, -0.86, 0.31, 0.24, 0.27, -0.73, 0.74, -0.82, -0.78, 0.21, 0.19, 0.20, -0.98, 0.46, 0.50, -0.92, 0.44, 0.48, -0.94, 0.48, 0.46, -0.89, 0.42, 0.48, -0.94, 0.43, 0.50, -0.95, 0.45, 0.50, -0.99, 0.52, 0.50, -0.93, 0.47, 0.47, -0.95, 0.50, 0.45]
}


Record 4
{
  "formula": "C40H85FI2N5O10S8",
  "method": "wB97M-V/def2-TZVPD",
  "gap_ha": 0.2832,
  "e_above_lowest_kj_mol": 0.0,
  "charge": 1,
  "fmax_ha_per_bohr": 0.027,
  "lumo_energy_ev": -2.44,
  "symbols": ["C", "O", "C", "C", "C", "C", "C", "N", "C", "N", "C", "C", "I", "C", "C", "I", "N", "C", "C", "C", "C", "C", "C", "C", "C", "N", "C", "C", "O", "C", "N", "C", "C", "F", "H", "H", "H", "H", "H", "H", "H", "H", "H", "H", "H", "H", "H", "H", "H", "H", "H", "H", "H", "H", "H", "H", "H", "H", "H", "H", "H", "H", "H", "H", "H", "H", "H", "H", "H", "H", "H", "C", "S", "O", "C", "H", "H", "H", "H", "H", "H", "C", "S", "O", "C", "H", "H", "H", "H", "H", "H", "C", "S", "O", "C", "H", "H", "H", "H", "H", "H", "C", "S", "O", "C", "H", "H", "H", "H", "H", "H", "C", "S", "O", "C", "H", "H", "H", "H", "H", "H", "C", "S", "O", "C", "H", "H", "H", "H", "H", "H", "C", "S", "O", "C", "H", "H", "H", "H", "H", "H", "C", "S", "O", "C", "H", "H", "H", "H", "H", "H"],
  "positions_angstrom": [[-3.3573, -5.3172, 2.8869], [-4.6725, -5.4896, 2.4064], [-4.7318, -5.9139, 1.0581], [-4.7030, -4.7266, 0.1008], [-5.8450, -3.7647, 0.4006], [-6.0027, -2.5854, -0.5876], [-4.8132, -2.2613, -1.4754], [-3.6551, -1.6228, -0.7823], [-2.6393, -1.3281, -1.6230], [-2.7061, -1.6250, -2.9201], [-1.5509, -1.2605, -3.4508], [-1.1756, -1.4309, -4.8480], [-0.7019, -3.4127, -5.3532], [-1.1463, -0.4212, -5.7108], [-1.5146, 0.9821, -5.3468], [-0.5668, -0.6334, -7.7053], [-0.7572, -0.7427, -2.5187], [0.6148, -0.2943, -2.7806], [1.5685, -1.4075, -3.1608], [2.4317, -1.1182, -4.2321], [3.3927, -2.0298, -4.6655], [3.4892, -3.2554, -4.0164], [2.6230, -3.5593, -2.9617], [1.6572, -2.6501, -2.5171], [0.7703, -3.0695, -1.3695], [-1.4398, -0.7403, -1.3402], [-0.7769, -0.1522, -0.1851], [-0.6520, 1.4030, -0.2299], [-0.8356, 1.8593, 1.1001], [-1.6265, 2.0969, -1.1687], [-1.1272, 3.4818, -1.3769], [-3.6556, -1.3951, 0.6177], [-3.6944, 0.0661, 1.0749], [-2.6035, -2.0812, 1.2343], [-3.3918, -5.3358, 3.9725], [-2.6906, -6.1173, 2.5637], [-2.9567, -4.3430, 2.5996], [-3.9068, -6.5910, 0.8355], [-5.6760, -6.4420, 0.9439], [-4.8136, -5.1200, -0.9113], [-3.7300, -4.2423, 0.1882], [-6.7693, -4.3330, 0.4736], [-5.6874, -3.3668, 1.4010], [-6.2876, -1.6991, -0.0208], [-6.8392, -2.7903, -1.2502], [-4.4832, -3.1570, -1.9868], [-5.1433, -1.5401, -2.2164], [-2.3257, 1.3397, -5.9743], [-0.6639, 1.6294, -5.5581], [-1.7873, 1.0711, -4.3005], [0.5706, 0.3983, -3.6126], [1.0647, 0.2402, -1.9391], [2.3479, -0.1639, -4.7348], [4.0408, -1.7648, -5.4825], [4.2364, -3.9665, -4.3396], [2.7049, -4.5271, -2.4869], [-0.2882, -2.9583, -1.5794], [1.0538, -2.5640, -0.4477], [0.9336, -4.1284, -1.1894], [-1.1966, -0.4082, 0.7743], [0.2423, -0.5274, -0.1785], [0.3651, 1.6872, -0.4952], [-1.5060, 2.5545, 1.1454], [-2.6015, 2.2028, -0.7018], [-1.7142, 1.6066, -2.1378], [-1.8227, 4.0263, -1.8753], [-0.3400, 3.4250, -2.0161], [-4.5283, -1.8555, 1.0500], [-4.5771, 0.2483, 1.6795], [-2.8404, 0.3313, 1.6869], [-3.7990, 0.6918, 0.1940], [4.4993, -1.1058, -0.7664], [3.5959, 0.1702, 0.1067], [2.5892, 0.7108, -0.8763], [4.9416, 1.3297, 0.1947], [3.8220, -1.9348, -0.9646], [4.8731, -0.7038, -1.7095], [5.3241, -1.4404, -0.1370], [5.2870, 1.5663, -0.8130], [5.7513, 0.8745, 0.7747], [4.5960, 2.2407, 0.6817], [9.0768, -1.7012, 1.6863], [8.2074, -0.5275, 2.7230], [7.2229, 0.1571, 1.8304], [9.5779, 0.6065, 2.9470], [8.3758, -2.4766, 1.3893], [9.4533, -1.1915, 0.8006], [9.8984, -2.1497, 2.2440], [9.9271, 0.9539, 1.9747], [10.3788, 0.0984, 3.4832], [9.2227, 1.4504, 3.5342], [1.3878, 3.8818, 1.6116], [2.7611, 4.4572, 0.6151], [3.9057, 4.6943, 1.5348], [2.0457, 6.0576, 0.2202], [1.6421, 2.8974, 1.9992], [1.2264, 4.5743, 2.4385], [0.4938, 3.8082, 0.9927], [1.8329, 6.5992, 1.1417], [1.1321, 5.9106, -0.3564], [2.7696, 6.6117, -0.3738], [-1.6244, 2.7789, 5.2782], [-2.7473, 2.1613, 4.0247], [-2.7765, 3.1621, 2.9073], [-4.2407, 2.3840, 4.9812], [-0.6176, 2.7660, 4.8653], [-1.9025, 3.7985, 5.5442], [-1.6724, 2.1287, 6.1508], [-4.3427, 3.4319, 5.2637], [-4.2076, 1.7535, 5.8670], [-5.0880, 2.0884, 4.3677], [-8.6422, 1.1048, 7.9232], [-7.5914, 0.6040, 6.5577], [-6.2117, 1.0602, 6.8894], [-8.2449, 1.7768, 5.3691], [-8.3601, 0.5180, 8.7946], [-8.4920, 2.1652, 8.1253], [-9.6832, 0.9063, 7.6690], [-8.1183, 2.7927, 5.7403], [-9.2988, 1.5605, 5.1895], [-7.6889, 1.6597, 4.4407], [7.7957, -3.1194, -6.6827], [6.9775, -1.6232, -6.1164], [6.1317, -1.1290, -7.2315], [8.4606, -0.6109, -6.0665], [7.0354, -3.8852, -6.8218], [8.2981, -2.9236, -7.6296], [8.5130, -3.4472, -5.9299], [8.9183, -0.5869, -7.0551], [9.1553, -1.0218, -5.3335], [8.1700, 0.3951, -5.7711], [8.8849, -1.4097, -2.8967], [7.9586, -2.3148, -1.6508], [8.8734, -3.3328, -1.0752], [6.8778, -3.1666, -2.8062], [9.6537, -0.8318, -2.3879], [9.3494, -2.1141, -3.5875], [8.2105, -0.7362, -3.4282], [7.4784, -3.7518, -3.5030], [6.2704, -2.4352, -3.3416], [6.2313, -3.8280, -2.2323], [-6.9373, 6.4296, 3.3965], [-7.2321, 6.1619, 5.1466], [-7.6046, 4.7270, 5.3042], [-8.7541, 7.1081, 5.2383], [-6.0407, 5.8776, 3.1212], [-7.7887, 6.0631, 2.8228], [-6.7824, 7.4930, 3.2158], [-9.4832, 6.6967, 4.5403], [-8.5449, 8.1515, 5.0039], [-9.1332, 7.0319, 6.2550]],
  "mulliken_charge": [-0.49, -0.36, -1.01, 0.06, -0.56, -1.37, -0.62, 0.58, 0.53, -0.64, 0.30, -1.26, 0.12, 0.59, -1.16, 0.16, 0.54, -0.83, 1.88, -1.27, -1.27, -0.67, -1.02, 0.88, -1.16, 1.17, -1.56, 0.80, -0.44, -0.37, -0.39, 0.15, -1.19, -0.48, 0.26, 0.31, 0.08, 0.42, 0.42, 0.37, -0.02, 0.58, 0.28, 0.22, 0.49, 0.54, 0.60, 0.49, 0.40, 0.00, 0.06, 0.01, 0.62, 0.64, 0.56, 0.44, 0.10, 0.18, 0.62, 0.73, -0.33, 0.49, 0.38, 0.39, -0.42, 0.27, 0.28, 0.23, 0.63, 0.02, 0.15, -0.91, 0.36, -0.60, -0.44, 0.09, 0.23, 0.59, 0.27, 0.25, 0.12, -0.77, 0.34, -0.60, -0.99, 0.25, 0.15, 0.48, 0.29, 0.40, 0.33, -0.81, 0.61, -0.69, -1.02, 0.24, 0.65, 0.11, 0.31, 0.31, 0.36, -1.15, 0.76, -0.73, -0.93, 0.35, 0.32, 0.40, 0.31, 0.51, 0.12, -0.96, 0.44, -0.57, -0.69, 0.33, 0.28, 0.37, 0.20, 0.46, 0.21, -1.08, 0.81, -0.67, -1.17, 0.32, 0.45, 0.31, 0.43, 0.32, 0.33, -1.08, 0.77, -0.71, -0.96, 0.40, 0.35, 0.28, 0.51, 0.07, 0.37, -0.89, 0.44, -0.58, -0.99, 0.25, 0.31, 0.38, 0.31, 0.39, 0.32]
}